Molecular formula: C60H162Cl10N21O23P7S4
Method: DFT, ωB97M-V/def2-TZVPD

The calculation puts the energy at -376819.751 eV. As for the HOMO-LUMO gap: 8.103 eV. The total charge is 0.

Geometry (Å):
C: -5.601 -5.438 3.703
C: -6.736 -4.918 2.786
O: -6.273 -3.657 2.292
S: -4.845 -3.173 2.918
O: -4.922 -1.683 3.254
O: -3.733 -3.576 2.025
O: -5.028 -4.220 4.227
H: -4.791 -5.999 3.237
H: -6.037 -6.106 4.446
H: -7.618 -4.841 3.422
H: -7.058 -5.650 2.045
C: -1.276 -1.466 5.229
C: -1.466 -2.440 4.175
O: -2.206 -3.513 4.701
S: -1.921 -3.645 6.346
O: -1.108 -4.803 6.590
O: -3.230 -3.479 7.044
O: -1.051 -2.209 6.361
H: -2.208 -0.905 5.167
H: -0.525 -0.713 4.989
H: -0.541 -2.900 3.829
H: -1.914 -2.127 3.232
C: -1.865 -1.080 -5.348
C: -1.353 -0.031 -6.286
O: -1.465 1.136 -5.642
S: -2.908 1.129 -4.871
O: -3.946 1.425 -5.865
O: -2.754 1.915 -3.649
O: -2.793 -0.503 -4.478
H: -1.029 -1.366 -4.710
H: -2.101 -1.912 -6.012
H: -1.939 0.061 -7.201
H: -0.364 -0.189 -6.716
C: 1.352 -0.852 0.272
C: 0.865 0.107 1.394
O: -0.503 0.460 1.067
S: -1.090 -0.275 -0.264
O: -1.740 0.660 -1.240
O: -1.887 -1.427 0.132
O: 0.441 -0.635 -0.758
H: 1.362 -1.908 0.543
H: 2.340 -0.574 -0.096
H: 1.380 1.063 1.491
H: 0.925 -0.445 2.333
Cl: 0.974 -3.988 -5.481
C: 1.908 -3.459 -3.993
C: 2.636 -2.186 -4.316
Cl: 1.797 -0.664 -4.647
H: 2.521 -4.274 -3.609
H: 1.251 -3.127 -3.189
H: 3.313 -2.425 -5.136
H: 3.402 -1.927 -3.586
Cl: -4.905 -1.159 -1.746
C: -5.130 -0.595 -0.062
C: -5.207 0.862 0.036
Cl: -5.952 1.343 1.557
H: -4.366 -0.958 0.626
H: -6.028 -1.110 0.280
H: -5.907 1.242 -0.707
H: -4.294 1.433 -0.137
Cl: 2.474 4.617 5.020
C: 1.500 4.016 6.416
C: 1.379 2.504 6.340
Cl: 0.527 2.087 4.814
H: 0.546 4.538 6.336
H: 2.044 4.408 7.275
H: 0.765 2.199 7.187
H: 2.329 1.985 6.468
Cl: -4.683 -5.874 0.211
C: -3.381 -5.101 -0.821
C: -3.927 -5.171 -2.238
Cl: -2.907 -4.357 -3.450
H: -2.477 -5.707 -0.759
H: -3.149 -4.064 -0.577
H: -4.895 -4.673 -2.300
H: -3.897 -6.223 -2.523
Cl: -0.501 5.717 3.501
C: -0.424 4.680 2.121
C: -1.227 5.294 1.003
Cl: -1.293 4.095 -0.288
H: -0.947 3.749 2.339
H: 0.615 4.482 1.857
H: -0.794 6.226 0.639
H: -2.271 5.574 1.149
O: 1.715 -2.671 2.964
P: 3.091 -2.902 3.565
N: 3.999 -3.791 2.400
C: 3.520 -5.123 2.064
C: 4.535 -3.085 1.273
N: 3.089 -3.778 5.027
C: 1.857 -4.109 5.695
C: 4.305 -4.412 5.517
N: 4.043 -1.461 3.856
C: 3.461 -0.477 4.762
C: 5.473 -1.491 4.131
H: 3.015 -5.184 1.100
H: 2.784 -5.418 2.812
H: 4.308 -5.875 2.108
H: 5.332 -2.387 1.528
H: 3.854 -2.405 0.762
H: 4.776 -3.683 0.394
H: 1.373 -4.962 5.220
H: 2.045 -4.406 6.727
H: 1.237 -3.215 5.767
H: 5.111 -4.320 4.789
H: 4.636 -4.080 6.501
H: 4.126 -5.483 5.610
H: 3.379 -0.944 5.744
H: 4.140 0.369 4.866
H: 2.436 -0.309 4.432
H: 5.935 -2.461 3.950
H: 5.689 -1.323 5.186
H: 5.873 -0.662 3.548
O: -2.903 3.860 6.002
P: -3.903 2.885 5.463
N: -3.953 1.371 6.201
C: -3.269 1.235 7.492
C: -4.845 0.244 5.806
N: -3.817 2.620 3.775
C: -3.887 3.779 2.887
C: -2.895 1.591 3.317
N: -5.525 3.449 5.760
C: -5.808 4.121 7.041
C: -6.682 2.937 5.023
H: -2.387 1.875 7.463
H: -3.038 0.191 7.702
H: -3.892 1.561 8.325
H: -5.675 0.276 6.512
H: -4.420 -0.719 6.092
H: -5.018 0.257 4.730
H: -4.890 4.206 2.889
H: -3.195 4.606 3.047
H: -3.791 3.491 1.840
H: -3.018 1.340 2.263
H: -1.883 1.990 3.260
H: -2.951 0.675 3.905
H: -4.894 4.514 7.486
H: -6.439 4.971 6.782
H: -6.162 3.434 7.810
H: -7.607 3.496 5.165
H: -6.914 1.927 5.361
H: -6.571 2.832 3.943
O: 5.693 -3.872 -3.790
P: 7.005 -3.168 -3.757
N: 8.338 -4.105 -3.251
C: 8.527 -4.448 -1.847
C: 9.212 -4.798 -4.153
N: 7.100 -1.717 -2.748
C: 5.966 -0.761 -2.688
C: 8.340 -1.180 -2.275
N: 7.435 -2.505 -5.334
C: 6.649 -2.718 -6.595
C: 8.604 -1.642 -5.470
H: 7.828 -4.064 -1.103
H: 9.487 -4.104 -1.462
H: 8.516 -5.535 -1.764
H: 10.200 -4.976 -3.730
H: 9.277 -4.264 -5.102
H: 8.815 -5.740 -4.532
H: 5.189 -1.100 -2.003
H: 6.326 0.241 -2.454
H: 5.575 -0.620 -3.695
H: 9.139 -1.578 -2.900
H: 8.546 -0.117 -2.402
H: 8.671 -1.455 -1.273
H: 7.041 -3.647 -7.010
H: 5.578 -2.816 -6.412
H: 6.837 -2.005 -7.397
H: 9.023 -1.715 -6.473
H: 9.459 -1.988 -4.889
H: 8.458 -0.613 -5.142
O: 1.427 -7.309 -0.150
P: 0.344 -7.753 0.753
N: -1.189 -8.265 0.057
C: -2.391 -8.498 0.813
C: -0.981 -8.957 -1.203
N: -0.078 -6.481 1.853
C: 0.069 -5.067 1.373
C: -0.206 -6.704 3.312
N: 0.896 -9.061 1.728
C: 2.178 -8.874 2.521
C: 0.132 -10.265 2.119
H: -2.506 -9.443 1.343
H: -3.287 -8.313 0.220
H: -2.499 -7.741 1.589
H: -1.671 -8.623 -1.978
H: -1.042 -10.043 -1.132
H: -0.057 -8.630 -1.680
H: 1.065 -4.678 1.159
H: -0.336 -4.999 0.364
H: -0.446 -4.453 2.113
H: -0.806 -5.880 3.698
H: -0.619 -7.618 3.738
H: 0.795 -6.600 3.731
H: 2.879 -8.283 1.931
H: 1.997 -8.459 3.513
H: 2.655 -9.841 2.675
H: -0.314 -10.756 1.255
H: -0.632 -10.088 2.876
H: 0.751 -11.142 2.308
O: 1.034 6.396 -5.762
P: -0.032 5.429 -6.126
N: -0.092 5.000 -7.741
C: 1.031 5.311 -8.620
C: -0.929 3.855 -8.283
N: -1.638 6.044 -5.792
C: -1.870 7.471 -5.914
C: -2.915 5.286 -5.849
N: 0.076 3.994 -5.197
C: 1.083 2.929 -5.570
C: -0.151 4.031 -3.753
H: 0.656 5.305 -9.643
H: 1.905 4.663 -8.554
H: 1.321 6.349 -8.457
H: -0.441 2.896 -8.111
H: -1.251 4.046 -9.307
H: -1.772 3.669 -7.618
H: -1.055 7.870 -5.311
H: -1.880 7.758 -6.965
H: -2.806 7.875 -5.527
H: -2.679 4.252 -5.595
H: -3.693 5.735 -5.233
H: -3.307 5.196 -6.862
H: 1.430 2.933 -6.603
H: 1.984 3.177 -5.008
H: 0.770 1.912 -5.334
H: 0.682 4.591 -3.328
H: -0.342 3.042 -3.337
H: -1.080 4.567 -3.557
O: 4.704 0.659 -0.161
P: 4.502 2.161 -0.175
N: 4.057 2.883 1.321
C: 4.003 2.129 2.580
C: 3.521 4.283 1.382
N: 3.485 2.748 -1.389
C: 2.037 2.621 -1.304
C: 3.873 2.719 -2.814
N: 5.996 2.973 -0.557
C: 7.131 2.144 -1.025
C: 6.235 4.379 -0.273
H: 5.013 1.789 2.810
H: 3.409 1.218 2.509
H: 3.667 2.719 3.432
H: 2.623 4.387 1.991
H: 3.298 4.591 0.360
H: 4.339 4.920 1.720
H: 1.549 2.605 -2.278
H: 1.757 1.707 -0.781
H: 1.612 3.533 -0.885
H: 3.167 3.263 -3.442
H: 4.860 3.180 -2.837
H: 4.018 1.686 -3.130
H: 8.115 2.538 -0.771
H: 7.039 1.120 -0.661
H: 7.140 2.129 -2.115
H: 5.355 5.016 -0.359
H: 6.923 4.968 -0.879
H: 6.554 4.429 0.768
O: -5.807 8.500 -1.929
P: -5.810 7.024 -1.920
N: -6.859 6.461 -3.211
C: -8.301 6.658 -3.030
C: -6.453 6.585 -4.575
N: -6.394 6.234 -0.469
C: -6.636 4.777 -0.472
C: -6.175 6.822 0.807
N: -4.290 6.266 -2.180
C: -3.034 7.014 -1.993
C: -4.290 4.827 -2.512
H: -8.786 6.010 -3.760
H: -8.601 7.665 -3.321
H: -8.591 6.482 -1.994
H: -6.729 7.605 -4.840
H: -6.848 5.822 -5.246
H: -5.371 6.462 -4.604
H: -7.350 4.609 -1.279
H: -5.688 4.242 -0.542
H: -7.155 4.492 0.443
H: -6.872 6.521 1.590
H: -5.219 6.493 1.212
H: -6.163 7.909 0.730
H: -2.666 7.027 -0.968
H: -2.254 6.591 -2.626
H: -3.090 8.053 -2.317
H: -3.925 4.293 -1.634
H: -3.524 4.592 -3.251
H: -5.266 4.444 -2.808

Forces on the atoms, in the same order (eV/Å):
C -0.08 0.09 -0.82
C 0.62 -0.94 1.12
O 0.31 0.53 -0.33
S 0.62 1.78 -0.45
O 0.02 -5.62 -0.58
O -2.63 0.79 2.49
O 0.52 1.33 -0.78
H -0.16 0.09 -0.50
H 0.22 0.65 0.59
H -0.02 0.96 0.02
H 0.67 0.43 -0.67
C -1.37 2.10 -1.74
C 1.92 -1.86 -3.27
O -0.96 -0.97 2.68
S -3.14 1.42 -1.16
O -0.38 1.41 0.11
O 3.90 -0.36 -1.69
O -0.12 -2.13 2.62
H -0.39 0.28 1.35
H 0.57 -0.43 0.47
H 0.57 0.26 0.18
H -0.55 0.43 0.36
C 2.55 -1.23 -0.47
C -0.04 -1.57 -3.06
O -0.90 3.36 2.52
S 0.20 0.76 0.80
O 1.81 -0.89 2.12
O -0.71 -1.52 -2.56
O -1.68 2.31 -0.76
H 0.01 -0.36 0.01
H -1.11 -0.32 0.72
H -0.64 -0.43 -0.19
H 0.38 -0.11 0.86
C 0.30 0.51 0.91
C 0.08 -0.58 0.06
O -1.02 -0.28 -0.47
S -0.48 1.11 -1.17
O 2.48 -2.43 3.08
O 1.56 1.35 -0.41
O -2.56 0.06 -2.05
H -0.14 0.12 0.42
H 0.03 0.10 -0.02
H 0.23 -0.16 -0.29
H -0.35 0.16 0.12
Cl 0.33 0.11 1.01
C -1.30 1.30 0.28
C 2.96 -0.66 -0.64
Cl -0.51 -0.30 -0.01
H 0.24 0.23 -0.50
H -0.81 -0.79 -0.13
H -0.33 0.38 -0.60
H -0.47 -0.23 0.68
Cl 0.36 0.12 0.24
C 0.19 -1.84 0.70
C -1.03 1.79 -1.36
Cl -0.03 0.12 0.83
H 0.45 -0.26 -0.54
H -0.25 0.46 -0.09
H 0.04 -0.07 -0.19
H 0.28 -0.42 0.28
Cl 0.17 0.08 0.09
C 0.51 0.45 -0.63
C -0.47 0.71 0.63
Cl 0.29 -0.38 0.42
H -0.09 -0.35 0.02
H -0.16 -0.49 0.19
H -0.29 -0.16 -0.20
H 0.02 0.09 -0.61
Cl 0.70 0.49 -0.40
C -0.01 0.04 -0.71
C 0.07 -0.30 0.09
Cl 0.42 0.22 0.12
H -0.13 -0.04 0.34
H -0.38 -0.13 0.67
H -0.01 -0.46 -0.02
H -0.69 0.17 -0.17
Cl 0.03 0.77 1.11
C -1.08 -0.62 -0.51
C 0.17 0.90 -0.80
Cl 0.08 -0.43 -0.78
H 0.40 -0.16 0.35
H -0.26 0.07 -0.16
H 0.40 -0.19 -0.19
H 0.10 -0.38 0.93
O 1.44 0.44 1.88
P 0.20 -0.10 -1.12
N 0.13 0.40 1.31
C -0.49 -0.29 0.82
C 0.08 1.74 -1.14
N 0.73 0.93 -1.38
C -0.20 -0.02 0.26
C -0.14 -0.55 -0.41
N -0.74 -1.36 -0.54
C -0.84 -1.35 -0.05
C 0.01 -0.49 -0.15
H 0.13 0.12 -0.08
H -0.15 -0.16 0.02
H 0.25 0.09 -0.16
H 0.44 -0.45 0.07
H -0.87 0.27 0.35
H 0.61 -0.73 0.63
H -0.45 0.18 -0.04
H 0.27 0.04 0.05
H -0.35 -0.33 -0.26
H -0.02 0.18 0.11
H -0.09 0.41 0.01
H -0.03 -0.25 0.02
H 0.02 0.10 0.54
H -0.48 0.28 -0.39
H 0.10 0.85 0.03
H 0.04 0.20 -0.70
H -0.16 0.21 0.26
H 0.67 -0.26 0.00
O -0.71 -1.33 -0.06
P -1.89 0.71 0.02
N 1.40 -0.54 -0.59
C -0.31 0.28 -0.42
C 0.77 0.95 1.17
N -0.24 -0.20 0.97
C -0.90 0.28 -0.35
C 0.61 0.31 -0.52
N 1.23 0.51 -1.18
C 0.89 -0.16 -0.88
C 0.05 -0.85 0.38
H 0.11 -0.24 0.21
H 0.31 -0.06 -0.27
H -0.20 0.17 0.15
H -0.91 0.15 -0.74
H 0.73 -0.03 -0.33
H -0.60 0.05 0.33
H -0.13 0.11 0.42
H 0.33 -0.20 0.53
H 0.31 -0.50 0.02
H -0.88 -0.12 -0.07
H 0.48 -0.16 0.66
H 0.07 0.24 0.00
H 0.20 0.13 -0.42
H -0.42 -0.13 0.67
H -0.79 0.00 -0.09
H 0.27 0.51 0.30
H -0.24 -0.25 0.09
H 0.59 0.34 0.00
O 0.77 0.99 0.09
P 0.97 2.09 -0.88
N -1.17 1.71 0.36
C 0.25 -0.46 0.29
C -0.31 -0.19 -1.32
N -0.86 -0.99 -0.33
C 0.30 -0.77 -0.86
C 2.07 -0.87 -0.61
N -0.73 -0.35 0.79
C 0.87 -1.17 0.86
C 0.45 -0.59 0.32
H -0.56 0.21 -0.67
H 0.38 0.05 -0.29
H -0.04 -0.13 0.18
H -0.04 0.22 0.06
H 0.41 0.48 0.18
H -0.16 -0.56 0.60
H 0.03 0.32 0.00
H -0.01 -0.45 0.48
H -0.45 -0.29 -0.21
H 0.22 -0.29 0.08
H -0.93 0.30 0.01
H -0.54 0.01 0.46
H -0.47 -0.35 -0.27
H 0.15 0.04 0.10
H 0.05 0.61 0.61
H -0.45 0.36 -0.28
H -0.12 -0.31 0.41
H -0.29 0.21 -0.34
O -0.83 -0.09 -0.36
P -1.17 -0.07 2.42
N 2.90 0.55 0.19
C -0.50 0.81 0.61
C -0.35 0.29 -0.78
N 0.21 -1.46 -1.06
C -0.36 -1.12 -0.15
C 0.86 1.34 -0.47
N 0.47 -0.07 0.58
C -1.02 -0.32 -1.04
C 0.01 0.15 -1.39
H 0.31 -0.47 -0.33
H 0.13 -0.29 -0.42
H 0.37 0.20 0.10
H -0.74 -0.08 0.21
H 0.14 -0.14 0.04
H 0.42 -0.32 0.55
H 0.35 -0.38 0.92
H -0.82 0.06 0.17
H -0.02 0.27 -0.42
H -0.09 0.02 0.15
H -0.18 -0.30 -0.93
H 0.06 0.02 0.50
H -0.18 0.26 0.16
H -0.01 0.27 -0.03
H -0.17 -0.14 -0.15
H -0.82 0.80 -0.42
H 0.15 -0.19 0.21
H 0.71 0.56 1.07
O -0.71 -0.12 -0.77
P -1.71 -0.35 1.36
N -0.03 -1.38 -0.78
C -0.38 0.90 -0.16
C 0.39 0.64 2.15
N -0.47 -1.18 0.67
C 1.27 0.05 0.01
C 1.63 -0.68 -0.72
N -0.44 -1.14 -1.79
C 0.01 1.50 0.38
C -0.42 0.82 -0.78
H 0.04 -0.25 -0.11
H 0.00 -0.19 0.16
H 0.30 -0.14 0.24
H 0.68 -0.08 -0.81
H 0.18 -0.07 0.16
H -0.42 0.65 -0.24
H -0.01 0.97 -0.60
H 0.44 0.44 -0.15
H -0.19 -0.74 0.47
H -0.35 -0.06 0.55
H 0.42 -0.13 0.22
H -0.15 0.39 -0.35
H -0.53 0.34 -0.22
H 0.18 -0.33 0.14
H -0.33 0.26 0.21
H 0.03 -0.27 0.74
H 0.48 -0.11 -0.10
H 0.09 0.26 0.01
O -0.50 2.04 0.53
P 1.62 0.61 -0.12
N -1.50 0.13 -1.06
C 0.85 -0.62 -0.51
C 0.94 -0.95 -0.83
N -0.49 0.22 -0.18
C -0.40 0.16 0.63
C 1.76 -0.11 1.20
N -0.42 -1.44 -0.61
C -0.58 0.52 -0.22
C -0.51 0.21 0.91
H 0.17 -0.08 0.23
H -0.23 0.06 -0.05
H -0.17 0.23 -0.39
H 0.22 -0.22 0.14
H -0.18 0.07 0.07
H -0.32 0.28 0.38
H 0.47 -0.44 -0.09
H -0.39 0.19 0.16
H -0.20 -0.20 0.68
H 0.18 -0.09 0.32
H 0.03 0.18 -0.51
H -0.36 -0.12 -0.42
H -0.15 0.24 0.56
H -0.01 0.17 0.06
H -0.01 -0.18 -0.29
H -0.42 -0.47 0.03
H 0.53 -0.91 -0.43
H 0.26 0.50 0.16
O 0.56 -0.32 0.94
P -0.46 -1.69 -0.61
N 0.35 -1.13 2.88
C 0.74 0.11 -0.37
C 0.99 0.64 0.42
N -1.00 0.38 -2.16
C -0.19 1.24 -0.06
C 0.91 0.51 0.58
N -1.63 1.15 -0.81
C -0.13 -0.31 -0.50
C 1.35 0.37 0.87
H -0.32 -0.35 0.38
H 0.01 0.39 0.16
H -0.12 -0.16 -0.19
H 0.15 0.03 -1.01
H -0.47 0.04 0.12
H -0.01 0.31 -0.17
H 0.43 -0.64 -0.24
H -0.32 -0.41 -0.09
H 0.13 0.11 0.16
H -0.60 -0.04 -0.35
H 0.56 0.13 0.20
H -0.02 -0.03 0.04
H -0.09 -0.20 0.20
H 0.02 -0.34 -0.02
H -0.56 -0.01 0.05
H -0.23 -0.41 0.12
H -0.22 0.21 -0.41
H 0.15 0.30 -0.06